Entry 1:
This record from OMol25 describes a structure of composition C28H32NO9PSV. The level of theory is the ωB97M-V functional and the def2-TZVPD basis.

Structure (XYZ):
```
73
Properties=species:S:1:pos:R:3:forces:R:3:mulliken_spin:R:1
V 0.19920 0.33364 -0.00523 -1.55 1.69 -0.62 1.94
O -3.43995 -0.63580 1.52460 0.12 0.18 -0.07 0.00
C -3.03784 -1.13087 2.76829 0.16 -0.15 0.13 0.00
C -1.91620 -2.16610 2.68720 -0.07 0.20 -0.06 0.00
N -0.63953 -1.60154 2.26288 -0.02 -0.22 -0.08 0.01
C 0.09916 -2.49713 1.38431 -0.35 0.21 -0.12 0.03
C -0.50366 -2.41514 -0.04386 0.20 -0.63 0.80 0.00
O -0.80551 -3.42067 -0.65603 -0.02 0.23 -0.09 0.02
O -0.63661 -1.19351 -0.44086 -1.00 -1.94 -0.85 -0.01
C 0.12277 -0.99119 3.31832 0.08 0.24 -0.37 0.00
C 1.06630 0.12864 2.83258 0.02 -0.33 0.57 0.01
O 1.81930 0.64588 3.63538 -0.11 0.10 -0.14 0.02
O 0.99399 0.44099 1.57855 1.46 0.28 2.25 -0.02
H -2.74495 -0.02107 1.20191 0.14 -0.11 -0.25 0.00
H -2.72458 -0.31266 3.43226 -0.07 -0.07 0.09 0.00
H -3.90906 -1.61929 3.21686 0.02 0.05 0.07 0.00
H -1.82391 -2.65906 3.66948 0.02 -0.10 -0.01 0.00
H -2.21416 -2.92147 1.95730 -0.01 0.00 0.01 0.00
H 1.13208 -2.14498 1.30576 0.04 -0.08 0.07 -0.01
H 0.09955 -3.53726 1.73198 0.04 -0.03 -0.06 0.00
H -0.56595 -0.50015 4.00859 0.03 -0.01 0.04 0.00
H 0.72332 -1.70154 3.90756 0.03 0.02 0.01 0.00
O 0.07503 1.89674 -3.73701 0.19 0.18 0.18 0.00
S 0.76329 1.09920 -2.76042 0.33 0.23 -1.79 -0.01
O 0.49882 -0.32190 -2.78486 -0.19 0.13 0.06 0.00
O 0.66198 1.66942 -1.38324 -0.15 0.24 -0.05 0.01
C 2.51738 1.17814 -3.06827 -0.06 -0.22 0.48 -0.01
C 3.07776 1.89324 -4.11023 -0.23 0.03 -0.07 0.00
C 4.44851 1.84270 -4.30359 0.07 -0.05 0.05 0.00
C 5.23677 1.07722 -3.45363 0.09 0.05 -0.07 0.00
C 4.66794 0.36841 -2.40706 -0.15 0.03 0.00 0.00
C 3.29316 0.41322 -2.19408 -0.09 0.16 -0.04 0.00
P 2.49163 -0.50004 -0.78608 1.62 -0.40 -0.06 0.01
C 3.02678 -2.19934 -1.25706 -0.28 -0.02 0.12 0.00
C 2.11125 -2.96857 -1.97644 0.00 0.13 0.09 0.00
C 2.44732 -4.24800 -2.39286 -0.01 -0.07 -0.06 0.00
C 3.70011 -4.76862 -2.11004 -0.02 0.01 0.01 0.00
C 4.61666 -4.00748 -1.39797 0.07 0.02 0.01 0.00
C 4.28190 -2.73382 -0.96520 -0.03 0.00 -0.08 0.00
C 3.66622 -0.05437 0.55884 -0.07 -0.01 0.01 0.00
C 3.89700 -0.92893 1.61960 0.03 -0.02 -0.13 0.00
C 4.68807 -0.54922 2.69116 0.02 -0.02 0.03 0.00
C 5.24105 0.72070 2.73144 0.01 -0.01 0.01 0.00
C 4.97340 1.61855 1.70952 0.01 0.01 0.07 0.00
C 4.18528 1.23683 0.63541 -0.05 -0.07 -0.07 0.01
H 2.42482 2.46706 -4.75584 0.03 0.00 0.00 0.00
H 4.90580 2.39188 -5.11650 -0.02 0.02 -0.01 0.00
H 6.30871 1.03725 -3.60440 -0.01 -0.01 -0.01 0.00
H 5.29852 -0.21443 -1.74915 0.01 -0.01 0.02 0.00
H 1.13669 -2.55769 -2.20196 -0.04 -0.05 -0.03 0.00
H 1.72127 -4.84215 -2.93275 -0.02 0.03 0.01 0.00
H 3.96204 -5.76815 -2.43471 -0.01 0.00 -0.01 0.00
H 5.60028 -4.40471 -1.17742 -0.02 -0.01 0.02 0.00
H 5.00226 -2.16456 -0.39491 0.02 0.05 0.02 0.00
H 3.45452 -1.91867 1.60521 0.04 -0.03 0.01 0.00
H 4.85762 -1.23958 3.50790 -0.01 -0.01 -0.02 0.00
H 5.85932 1.01561 3.56984 -0.02 0.02 0.00 0.00
H 5.37055 2.62472 1.76048 -0.02 0.00 -0.04 0.00
H 3.95828 1.94905 -0.14859 0.06 0.03 0.00 0.00
C -3.17955 2.75141 0.69403 0.17 -0.10 -0.01 0.00
C -1.72291 2.43745 1.06658 -0.24 0.33 0.21 0.00
C -1.58530 2.46475 2.60078 -0.02 -0.18 -0.22 0.00
C -0.81408 3.54194 0.50580 0.00 -0.37 -0.07 0.00
O -1.43012 1.16037 0.55993 -0.18 0.20 0.03 0.00
H -3.49812 3.71275 1.10581 -0.01 0.00 -0.02 0.00
H -3.82678 1.96113 1.07785 -0.05 0.05 0.01 0.00
H -3.27463 2.77022 -0.39295 -0.03 0.04 0.00 0.00
H -1.80992 3.46239 2.98469 0.00 -0.01 0.05 0.00
H -0.56722 2.20116 2.88744 0.03 0.04 0.06 0.00
H -2.27709 1.75373 3.05776 0.00 0.01 -0.01 0.00
H -1.10806 4.50940 0.91727 0.04 0.02 -0.01 0.00
H -0.87603 3.57438 -0.58072 -0.01 0.03 -0.04 0.00
H 0.22499 3.34153 0.77945 0.04 0.07 0.01 0.00
```
Forces are in eV/Å.

highest occupied orbital energy (alpha / beta)	-0.1877 / -0.2149	hartree
multiplicity	3
charge	-1


Entry 2:
This record from OMol25 describes an isolated molecule of C17H14N2O3S. The level of theory is the ωB97M-V functional and the def2-TZVPD basis.

Structure (XYZ):
```
37
Properties=species:S:1:pos:R:3:forces:R:3:mulliken_charge:R:1
O -0.86039 -3.57364 0.60291 0.03 0.03 -0.07 -0.62
C -0.96380 -2.59161 -0.07450 -0.03 -0.54 -0.31 0.70
C -1.95486 -2.43313 -1.22816 -0.11 -0.15 0.38 -0.74
N -2.65593 -1.17409 -1.12881 0.05 -0.13 -0.40 -0.16
C -2.91124 -0.63497 0.08587 -0.14 0.12 -0.13 0.64
O -2.52334 -1.16931 1.10913 -0.17 0.09 0.23 -0.65
C -3.66420 0.64817 0.07632 -0.17 0.28 0.14 0.34
C -3.39447 1.57078 1.08279 0.05 -0.15 -0.05 -0.50
C -4.07075 2.77552 1.12513 0.02 0.02 0.02 -0.54
C -5.03444 3.06174 0.17206 -0.05 0.01 -0.03 -0.40
C -5.32367 2.13819 -0.81923 -0.07 0.08 -0.07 -0.66
C -4.64114 0.93597 -0.87227 0.14 -0.06 0.07 -0.32
O -0.12329 -1.54743 -0.04311 0.21 0.30 -0.20 -0.16
C 0.81200 -1.51932 1.02298 -0.18 -0.54 0.67 -0.30
C 1.97777 -0.70284 0.60805 -0.01 0.28 -0.83 0.41
N 2.92239 -0.32430 1.37638 -0.40 -0.43 0.87 -0.62
C 3.86617 0.40440 0.70994 0.22 0.34 -0.92 -0.19
C 5.01699 0.95456 1.26586 -0.05 -0.02 -0.02 -0.55
C 5.87223 1.66649 0.45208 0.04 0.00 0.12 -0.44
C 5.59936 1.83880 -0.90361 -0.03 0.03 -0.16 -0.44
C 4.46304 1.30167 -1.47637 0.07 0.07 -0.07 -0.61
C 3.59932 0.58491 -0.66592 -0.15 -0.21 0.36 0.85
S 2.10507 -0.20556 -1.08044 0.28 0.09 0.36 -0.25
H -2.64937 -3.28066 -1.18730 0.23 0.10 0.02 0.29
H -1.39284 -2.46211 -2.16430 -0.05 -0.02 0.06 0.38
H -2.91976 -0.69449 -1.97285 0.06 0.06 0.16 0.27
H -2.64867 1.32444 1.82322 0.05 -0.03 0.07 0.43
H -3.85076 3.48999 1.90414 0.03 0.05 0.06 0.39
H -5.56750 4.00025 0.20585 -0.04 0.07 0.00 0.38
H -6.08697 2.35411 -1.55223 -0.06 0.01 -0.05 0.39
H -4.89674 0.21273 -1.63383 -0.02 -0.06 -0.06 0.43
H 0.33611 -1.09000 1.91355 0.08 -0.05 -0.15 0.29
H 1.12021 -2.54482 1.27051 -0.02 0.26 -0.06 0.35
H 5.21553 0.81274 2.31581 0.04 -0.01 0.13 0.45
H 6.76931 2.09864 0.86917 0.07 0.03 0.04 0.37
H 6.28707 2.40079 -1.51731 0.06 0.05 -0.05 0.38
H 4.24970 1.43289 -2.52562 0.03 0.05 -0.12 0.40
```
Forces are in eV/Å.

highest occupied orbital energy	-0.3237	hartree
SMILES	O=C(CNC(=O)c1ccccc1)OCc1nc2ccccc2s1
multiplicity	1


Entry 3:
This record from OMol25 describes a structure of composition C23H36CoN4O3S. The level of theory is the ωB97M-V functional and the def2-TZVPD basis.

Structure (XYZ):
```
68
Properties=species:S:1:pos:R:3:forces:R:3:mulliken_charge:R:1
Co 0.49260 -0.26257 0.47257 -0.12 0.00 -0.29 -0.58
O -4.62682 -0.48491 6.38558 -0.07 -0.03 -0.05 -0.43
C -3.40812 0.05147 6.45644 0.31 -0.13 0.23 0.37
O -2.99560 0.58090 7.44219 -0.15 0.12 -0.09 -0.46
C -2.47587 -0.09228 5.27082 -0.10 -0.02 -0.07 0.22
C -1.62846 0.97949 5.00501 0.02 -0.04 0.00 -1.05
C -0.65082 0.86812 4.03064 0.00 0.06 -0.09 0.30
C -0.52046 -0.33068 3.33882 -0.04 0.03 0.06 -0.79
C -1.35914 -1.40728 3.58857 0.06 -0.05 0.03 -0.45
C -2.34204 -1.28244 4.56144 -0.05 0.08 -0.01 -0.67
N 0.55453 -0.48223 2.38453 0.01 -0.07 0.00 0.71
C 1.75270 -0.60862 2.82371 -0.06 -0.09 0.01 0.36
C 2.80209 -0.86930 1.84797 0.05 -0.01 0.00 0.08
C 4.11628 -1.10031 2.18168 0.02 -0.03 -0.02 -0.94
C 5.00413 -1.46575 1.16651 -0.01 0.00 0.01 -0.35
C 4.52260 -1.60105 -0.12074 -0.01 -0.01 0.00 -1.10
C 3.18148 -1.33261 -0.38093 -0.03 -0.03 -0.03 0.22
N 2.33478 -0.95582 0.57403 0.01 0.07 0.09 0.50
H -4.85473 -0.80954 5.50644 0.00 0.03 -0.01 0.34
H -1.71748 1.87964 5.59896 0.00 0.01 0.00 0.49
H 0.02313 1.69540 3.83520 0.02 0.00 0.02 0.61
H -1.21467 -2.35550 3.08314 0.00 0.00 0.01 0.55
H -2.96863 -2.13363 4.79873 0.01 -0.01 -0.01 0.55
H 1.96410 -0.59250 3.89059 0.00 0.02 0.00 0.55
H 4.44259 -1.01417 3.21006 0.00 0.00 0.00 0.53
H 6.04494 -1.65848 1.39202 0.00 0.00 0.00 0.50
H 5.16637 -1.91368 -0.93132 0.00 0.00 0.00 0.46
H 2.78755 -1.43897 -1.38212 0.00 0.02 0.00 0.64
N -0.19137 -2.00497 0.06243 0.14 0.08 0.08 -0.01
C -1.63718 -2.30611 -0.23063 -0.06 0.04 0.01 -0.78
C -2.26193 -1.29317 -1.18394 0.03 -0.01 -0.02 0.30
C -3.14840 -0.26387 -0.48513 -0.02 0.03 0.01 -1.04
C -2.55188 0.32855 0.77817 -0.06 -0.08 0.02 -0.29
N -1.15269 0.82303 0.57483 0.10 -0.01 -0.02 -0.10
H 0.34409 -2.26161 -0.76721 -0.01 0.03 -0.02 0.42
H 0.13062 -2.63532 0.79716 0.00 0.00 0.00 0.42
H -2.16335 -2.36048 0.72108 0.02 0.02 0.01 0.34
H -1.64449 -3.30972 -0.65854 0.03 -0.01 0.02 0.40
H -2.85927 -1.82024 -1.92674 0.00 -0.02 0.02 0.51
H -1.46317 -0.79643 -1.74140 -0.01 0.00 -0.03 -0.41
H -4.09242 -0.72935 -0.19460 -0.01 0.01 -0.02 0.39
H -3.41279 0.52648 -1.19067 0.03 0.02 0.01 0.42
H -2.52808 -0.39128 1.59405 0.01 0.03 -0.01 0.11
H -3.15818 1.16959 1.11606 0.01 0.01 0.00 0.48
H -0.96585 1.48387 1.33248 0.00 0.01 -0.01 0.39
H -1.11896 1.36432 -0.29197 -0.03 0.00 -0.01 0.05
C 1.56101 -0.01356 -6.34517 -0.01 -0.03 0.00 -1.35
C 2.16391 0.28780 -4.97575 0.02 0.03 0.01 -0.41
C 1.09623 0.15661 -3.88449 -0.05 0.04 0.01 -0.81
S 1.69592 0.84733 -2.34051 0.05 -0.03 0.00 0.32
O 0.57616 0.47717 -1.29385 -0.10 -0.04 0.14 -0.80
C 1.53520 2.62739 -2.58578 0.03 0.04 -0.03 -0.96
C 0.28966 3.18183 -3.26708 0.01 -0.02 -0.01 -0.49
C -1.02901 2.95212 -2.53902 0.02 -0.01 0.01 -0.83
H 2.33885 -0.02008 -7.10558 0.00 0.02 0.00 0.40
H 0.82472 0.73976 -6.62634 -0.01 -0.01 0.01 0.36
H 1.07477 -0.98984 -6.35815 0.01 0.00 0.00 0.35
H 2.58351 1.29775 -4.97456 -0.02 0.00 -0.03 0.31
H 2.98807 -0.39544 -4.76266 0.00 0.01 0.02 0.39
H 0.87219 -0.88775 -3.65478 0.03 -0.02 -0.05 0.62
H 0.16541 0.65652 -4.15326 -0.02 0.02 0.05 0.50
H 2.43782 2.86907 -3.15598 0.01 -0.01 0.01 0.57
H 1.68992 3.03582 -1.58339 -0.03 -0.01 0.01 0.55
H 0.22939 2.82066 -4.29484 0.02 -0.02 -0.01 0.25
H 0.47215 4.25487 -3.35699 0.00 0.01 0.01 0.42
H -1.31430 1.89701 -2.54019 -0.01 -0.02 0.03 0.08
H -1.82923 3.50346 -3.02963 0.01 0.00 0.00 0.50
H -0.97406 3.31551 -1.50803 0.00 -0.01 0.00 0.24
```
Forces are in eV/Å.

highest occupied orbital energy (alpha / beta)	-0.6207 / -0.6207	hartree
multiplicity	1
charge	+3


Entry 4:
This record from OMol25 describes an isolated molecule of C3H5O2S. The level of theory is the ωB97M-V functional and the def2-TZVPD basis.

Structure (XYZ):
```
11
Properties=species:S:1:pos:R:3:forces:R:3:mulliken_spin:R:1
O -0.77906 1.94769 -1.53724 1.58 -0.49 0.42 0.90
C 0.28248 1.40206 -0.97265 3.16 2.30 2.82 -0.02
O 1.32994 1.98621 -0.49811 -4.33 -1.84 -2.53 0.04
C 0.04546 -0.08659 -0.64599 -1.78 1.19 -1.58 0.05
C -0.09190 -0.25079 0.80054 -1.38 -1.75 2.26 0.00
S -0.31391 -2.19219 1.14582 0.16 1.75 0.27 0.01
H -0.90880 -0.35008 -1.12138 0.53 -0.57 -0.27 0.01
H 0.91009 -0.58332 -1.00801 0.59 -0.70 -0.68 0.01
H 0.81518 0.07782 1.27637 0.05 0.12 0.55 0.00
H -1.03736 0.19320 1.21888 1.21 -0.19 -0.41 0.00
H -0.57983 -2.12190 2.49251 0.20 0.18 -0.86 0.00
```
Forces are in eV/Å.

highest occupied orbital energy (alpha / beta)	-0.3535 / -0.3532	hartree
multiplicity	2


Entry 5:
This record from OMol25 describes an isolated molecule of C4H6N2O. The level of theory is the ωB97M-V functional and the def2-TZVPD basis.

Structure (XYZ):
```
13
Properties=species:S:1:pos:R:3:forces:R:3:mulliken_charge:R:1
C 0.72932 1.66571 0.68936 -0.18 -0.28 -0.13 -0.91
C 0.07615 0.49900 0.62048 0.50 1.10 -0.80 0.60
C -0.32776 -0.13457 1.82536 -0.24 -0.42 0.81 0.08
N -0.64972 -0.59770 2.82664 0.03 -0.06 -0.11 -0.43
N -0.39350 -0.11353 -0.54495 -0.70 0.10 -0.36 0.07
C -0.11610 -1.52449 -0.73121 -0.02 0.03 -0.27 -0.84
O -0.11377 0.62548 -1.72150 0.64 -0.32 0.50 -0.47
H 0.92613 2.12573 1.63904 0.05 -0.04 0.23 0.32
H 1.02746 2.18787 -0.20069 -0.01 0.03 -0.20 0.33
H -0.72397 -1.87949 -1.56222 0.03 -0.06 0.08 0.26
H -0.40472 -2.05368 0.17476 0.01 -0.02 0.00 0.34
H 0.93655 -1.71609 -0.95182 0.09 0.01 0.01 0.32
H -0.96607 0.91574 -2.06325 -0.19 -0.08 0.23 0.35
```
Forces are in eV/Å.

highest occupied orbital energy	-0.3321	hartree
SMILES	C=C(C#N)N(C)O
multiplicity	1


Entry 6:
This record from OMol25 describes a cluster of 2 separate species, C4H10OS in total. The level of theory is the ωB97M-V functional and the def2-TZVPD basis.

Structure (XYZ):
```
16
Properties=species:S:1:pos:R:3:forces:R:3:mulliken_spin:R:1
C -1.49742 -1.53070 -1.27198 -0.98 0.00 0.39 0.04
C -1.37321 -0.09250 -0.77822 0.93 -0.05 0.75 -0.03
S -1.43432 0.06263 1.06527 -0.60 -0.56 -0.96 0.92
H -2.48813 -1.91688 -1.02603 0.02 -0.12 -0.05 -0.01
H -0.75974 -2.20143 -0.84513 0.23 0.06 -0.12 0.00
H -1.43595 -1.49691 -2.35762 0.22 -0.06 -0.03 0.01
H -0.38104 0.28415 -1.02696 -0.21 0.40 -0.08 -0.01
H -2.17592 0.55690 -1.12576 0.03 0.10 -0.15 0.04
H -2.70461 -0.45036 1.13384 0.39 0.27 0.24 -0.01
O 2.51735 2.60555 0.29895 0.28 0.34 -0.18 0.04
C 1.80464 1.75584 0.72037 0.04 -0.43 0.09 0.00
C 2.20326 0.32658 1.03634 0.65 1.11 -0.49 0.02
H 0.73002 2.00197 0.91117 -0.23 -0.02 0.07 0.00
H 3.23526 0.16351 0.72862 -0.01 0.08 -0.08 0.00
H 1.57341 -0.31022 0.41493 -0.20 -0.48 0.63 0.00
H 2.18640 0.24188 2.12220 -0.56 -0.63 -0.02 0.00
```
Forces are in eV/Å.

highest occupied orbital energy (alpha / beta)	-0.4990 / -0.4869	hartree
multiplicity	2
charge	+1


Going through the records in order, we get energy above the lowest of the compared OMol25 structures with the same formula, charge and spin values of 27.1, 16.2, 0.5, 17.6, 76.4, 21.5 kcal per mole.